## i
This record from the Open Molecules 2025 dataset describes one molecule with the formula C17H20N4O3. The level of theory is ωB97M-V with the def2-TZVPD basis set.

Output
2S+1	1
structure (SMILES)	CC(=O)NCCN(C)C(=O)c1nn(C)c2c1COc1ccccc1-2
orbital gap	8.31	eV

Last column: natural (NBO) charge in e.
Element x y z (Å)
C 4.00 -1.42 2.87  -0.6957
C 3.96 -2.19 1.61  0.6814
O 5.02 -2.47 1.09  -0.6263
N 2.71 -2.58 1.10  -0.6611
C 2.52 -3.57 0.03  -0.2205
C 1.05 -3.93 -0.13  -0.2279
N 0.29 -2.88 -0.89  -0.4578
C -0.31 -3.03 -2.21  -0.4178
C -0.01 -1.73 -0.12  0.6721
O -0.05 -1.80 1.08  -0.6412
C -0.56 -0.48 -0.68  0.0286
N -0.91 -0.19 -1.92  -0.2321
N -1.53 0.94 -1.90  -0.1468
C -2.85 1.13 -2.62  -0.4041
C -1.41 1.60 -0.69  0.1282
C -0.93 0.63 0.22  -0.0767
C -0.77 0.89 1.72  -0.0567
O -1.02 2.24 1.99  -0.4952
C -1.47 3.20 1.13  0.3357
C -1.52 4.53 1.52  -0.2498
C -1.79 5.61 0.66  -0.1921
C -1.94 5.29 -0.71  -0.2301
C -2.06 3.99 -1.12  -0.1837
C -1.69 2.93 -0.21  -0.1473
H 3.24 -0.61 2.77  0.2145
H 5.01 -1.13 3.00  0.2449
H 3.68 -2.07 3.62  0.2270
H 1.88 -2.17 1.54  0.4248
H 3.07 -4.53 0.15  0.2077
H 2.82 -3.24 -0.95  0.2012
H 0.96 -4.90 -0.62  0.2175
H 0.55 -4.32 0.81  0.2220
H -0.09 -4.10 -2.52  0.2072
H -1.41 -2.95 -2.36  0.2045
H 0.11 -2.22 -2.93  0.2259
H -3.30 2.12 -2.58  0.2204
H -2.68 0.90 -3.68  0.2157
H -3.57 0.43 -2.34  0.2058
H -1.54 0.40 2.25  0.1951
H 0.22 0.54 2.06  0.2071
H -1.27 4.53 2.60  0.2285
H -1.77 6.61 0.95  0.2204
H -2.18 6.12 -1.40  0.2116
H -2.45 3.89 -2.16  0.2151

***

## ii
This record from the Open Molecules 2025 dataset describes one molecule with the formula C17H20N4O3. The level of theory is ωB97M-V with the def2-TZVPD basis set.

Output
2S+1	1
structure (SMILES)	COc1cccc(C2=NO[C@@H](C(=O)NCCCn3ccnc3)C2)c1
orbital gap	8.79	eV

Last column: natural (NBO) charge in e.
Element x y z (Å)
C -1.12 6.27 -2.16  -0.2534
O 0.23 6.16 -2.56  -0.4899
C 0.97 5.13 -2.08  0.3138
C 2.30 5.08 -2.50  -0.2330
C 3.13 4.07 -2.06  -0.1959
C 2.66 3.09 -1.20  -0.2375
C 1.33 3.13 -0.78  0.0073
C 0.80 2.11 0.11  0.1700
N -0.43 2.07 0.44  -0.0965
O -0.67 1.02 1.29  -0.3730
C 0.52 0.25 1.50  -0.0149
C 0.37 -1.17 0.96  0.6576
O 1.20 -2.02 1.20  -0.6427
N -0.71 -1.35 0.18  -0.6119
C -1.08 -2.62 -0.40  -0.2348
C -2.33 -3.20 0.27  -0.4079
C -2.04 -3.69 1.69  -0.2065
N -1.30 -4.92 1.70  -0.3524
C 0.06 -5.07 1.75  -0.1154
C 0.29 -6.41 1.66  -0.1025
N -0.89 -7.08 1.55  -0.4563
C -1.81 -6.17 1.57  0.1523
C 1.63 1.01 0.75  -0.4766
C 0.49 4.15 -1.22  -0.3055
H -1.49 7.17 -2.66  0.2019
H -1.21 6.39 -1.08  0.1792
H -1.70 5.41 -2.49  0.1785
H 2.66 5.85 -3.16  0.2248
H 4.16 4.05 -2.39  0.2180
H 3.32 2.31 -0.86  0.2118
H 0.71 0.19 2.58  0.2198
H -1.36 -0.59 0.11  0.4171
H -1.27 -2.47 -1.47  0.2042
H -0.23 -3.30 -0.28  0.2374
H -3.11 -2.44 0.30  0.2049
H -2.69 -4.04 -0.33  0.2187
H -1.47 -2.93 2.24  0.2146
H -2.99 -3.85 2.22  0.2123
H 0.72 -4.23 1.84  0.2452
H 1.22 -6.93 1.67  0.2056
H -2.87 -6.36 1.51  0.1890
H 2.39 1.42 1.41  0.2396
H 2.12 0.38 0.01  0.2435
H -0.53 4.14 -0.87  0.2392

***

## iii
This record from the Open Molecules 2025 dataset describes one molecule with the formula C17H20N4O3. The level of theory is ωB97M-V with the def2-TZVPD basis set.

Output
2S+1	1
structure (SMILES)	CC1=C(C(=O)OC2CCCCC2)[C@H](c2ccco2)n2ncnc2N1
orbital gap	8.99	eV

Last column: natural (NBO) charge in e.
Element x y z (Å)
C 0.49 -2.13 -1.60  -0.6621
C 1.54 -1.47 -0.76  0.3859
C 1.31 -0.49 0.15  -0.2832
C 0.01 0.09 0.49  0.7866
O -0.12 0.95 1.33  -0.6201
O -1.03 -0.42 -0.20  -0.5242
C -2.32 0.11 0.10  0.0931
C -3.20 -0.07 -1.14  -0.4136
C -4.60 0.45 -0.87  -0.3957
C -5.22 -0.26 0.33  -0.3965
C -4.35 -0.08 1.56  -0.3967
C -2.94 -0.60 1.30  -0.4245
C 2.45 0.21 0.88  -0.0783
C 2.72 1.54 0.24  0.2596
C 2.72 2.81 0.73  -0.2733
C 3.05 3.65 -0.36  -0.3129
C 3.24 2.83 -1.42  0.0891
O 3.04 1.55 -1.08  -0.4115
N 3.62 -0.62 0.81  -0.1866
N 4.73 -0.49 1.55  -0.2835
C 5.54 -1.39 1.05  0.1492
N 5.02 -2.11 0.02  -0.5154
C 3.82 -1.59 -0.10  0.5003
N 2.81 -1.95 -0.95  -0.5944
H -0.25 -2.61 -0.97  0.2486
H -0.03 -1.39 -2.20  0.2487
H 0.94 -2.87 -2.25  0.2056
H -2.21 1.18 0.33  0.2033
H -2.75 0.46 -1.98  0.2137
H -3.23 -1.13 -1.39  0.1981
H -5.22 0.30 -1.76  0.2116
H -4.56 1.52 -0.67  0.1976
H -6.22 0.13 0.52  0.2095
H -5.32 -1.33 0.10  0.1932
H -4.78 -0.61 2.41  0.2124
H -4.30 0.98 1.82  0.1988
H -2.30 -0.44 2.17  0.2271
H -2.96 -1.68 1.09  0.1967
H 2.18 0.39 1.93  0.2583
H 2.50 3.10 1.73  0.2333
H 3.14 4.72 -0.34  0.2280
H 3.50 3.03 -2.44  0.2015
H 6.53 -1.56 1.42  0.1995
H 2.99 -2.70 -1.59  0.4230

***

Stability summary: most stable iii, least stable i.

***

## i
This record from the Open Molecules 2025 dataset describes a 2-piece molecular cluster, C2H3OPS overall. The level of theory is ωB97M-V with the def2-TZVPD basis set.

Output
2S+1	1
orbital gap	7.86	eV

Last column: natural (NBO) charge in e.
Element x y z (Å)
C 1.58 0.00 0.15  -0.2268
C 0.99 0.86 -0.45  -0.2218
O -2.02 1.32 -0.18  -0.9063
P -1.60 -1.65 -0.12  0.0658
S -1.25 0.23 0.44  0.8490
H 2.47 -0.44 0.39  0.2290
H 0.21 1.44 -0.82  0.2395
H -0.38 -1.77 0.60  -0.0285

***

## ii
This record from the Open Molecules 2025 dataset describes a 2-piece molecular cluster, C2H3OPS overall. The level of theory is ωB97M-V with the def2-TZVPD basis set.

Output
2S+1	1
orbital gap (spin up / spin down)	7.76 / 7.81	eV

Last column: natural (NBO) charge in e.
Element x y z (Å)
C 4.11 2.86 -0.78  -0.2069
C 4.47 1.85 -1.31  -0.2119
O -1.48 -2.46 0.93  -0.8773
P -2.53 0.16 -0.04  0.0462
S -2.70 -1.89 0.46  0.8702
H 3.88 3.63 -0.22  0.2053
H 4.97 1.13 -1.79  0.2135
H -3.94 0.05 0.07  -0.0391

***

Stability summary: most stable ii, least stable i.

***

## i
This record from the Open Molecules 2025 dataset describes a 2-piece molecular cluster, C3H7Cl2N overall. The level of theory is ωB97M-V with the def2-TZVPD basis set.

Output
2S+1	1
orbital gap (spin up / spin down)	7.36 / 8.69	eV

Last column: natural (NBO) charge in e.
Element x y z (Å)
C -1.62 0.36 -0.28  -0.6802
C -0.80 -0.82 0.13  -0.2335
C 1.72 0.09 0.79  -0.0470
N 2.40 -0.34 -0.31  -0.7939
Cl -0.12 -1.70 -1.21  -0.0640
Cl 1.95 -0.79 2.25  -0.0054
H -1.00 1.12 -0.76  0.2099
H -2.09 0.79 0.60  0.2225
H -2.41 0.09 -0.99  0.2123
H -1.16 -1.48 0.90  0.1890
H 1.49 1.13 0.92  0.1994
H 2.36 -1.35 -0.46  0.3977
H 2.20 0.19 -1.14  0.3932

***

## ii
This record from the Open Molecules 2025 dataset describes one molecule with the formula C3H7Cl2N. The level of theory is ωB97M-V with the def2-TZVPD basis set.

Output
2S+1	1
structure (SMILES)	NC(CCl)CCl
orbital gap	10.78	eV

Last column: natural (NBO) charge in e.
Element x y z (Å)
N 0.14 1.53 0.10  -0.7678
C 0.04 0.22 -0.42  -0.1395
C -1.10 -0.73 -0.11  -0.4036
Cl -2.64 0.15 -0.36  -0.0773
C 1.17 -0.55 0.30  -0.4470
Cl 2.58 0.13 -0.45  -0.0414
H -0.50 1.90 -0.54  0.3661
H -0.48 1.40 1.07  0.3322
H 0.34 0.29 -1.49  0.2130
H -0.84 -0.79 0.98  0.2131
H -1.11 -1.80 -0.71  0.2561
H 1.38 -1.83 0.23  0.2646
H 1.03 0.08 1.41  0.2314

***

Stability summary: most stable i, least stable ii.

***

## i
This record from the Open Molecules 2025 dataset describes C2H5NO2S as an isolated structure. The level of theory is ωB97M-V with the def2-TZVPD basis set.

Output
2S+1	1
orbital gap	8.43	eV

Last column: natural (NBO) charge in e.
Element x y z (Å)
C -0.71 0.53 1.26  -0.3313
C 1.14 -0.16 -0.09  0.3614
H -1.58 -0.46 1.97  0.2082
H -1.19 0.87 0.08  0.2620
H -0.38 1.62 2.05  0.2136
H 1.00 -0.19 -2.06  0.4182
H -0.97 -1.37 -1.76  0.4735
N 0.31 0.00 -1.20  -0.3778
O 0.60 -0.12 1.19  -0.5236
O -1.00 -0.35 -1.15  -0.5325
S 2.79 -0.38 -0.29  -0.1716

***

## ii
This record from the Open Molecules 2025 dataset describes one molecule with the formula C2H5NO2S. The level of theory is ωB97M-V with the def2-TZVPD basis set.

Output
2S+1	1
orbital gap	10.58	eV

Last column: natural (NBO) charge in e.
Element x y z (Å)
C -1.04 -0.46 -1.51  0.4313
C 1.13 0.10 1.73  -0.8326
N -0.28 -0.75 -2.48  -0.6725
O -0.60 -0.26 -0.25  -0.7927
O -0.10 2.07 0.51  -0.9009
S -0.48 0.83 1.10  1.5554
H -2.19 -0.47 -1.59  0.1255
H 2.06 0.70 1.40  0.2612
H 1.20 -0.94 1.51  0.2445
H 1.01 0.11 2.92  0.2249
H -0.70 -0.93 -3.35  0.3560

***

Stability summary: most stable ii, least stable i.

***

## i
This record from the Open Molecules 2025 dataset describes a 2-piece molecular cluster, C2H5NO2S overall. The level of theory is ωB97M-V with the def2-TZVPD basis set.

Output
2S+1	1
orbital gap (spin up / spin down)	7.59 / 7.59	eV

Last column: natural (NBO) charge in e.
Element x y z (Å)
C -0.34 0.80 0.32  -0.3080
C 0.03 2.99 -0.74  -0.0126
N 0.29 1.78 -0.40  -0.4525
O -0.55 -1.42 1.33  -0.9146
O 0.72 -3.60 -0.20  -0.9656
S 0.15 -0.79 0.19  1.1677
H 1.09 -3.76 0.71  0.4867
H -1.08 1.13 0.98  0.2006
H 0.73 3.66 -1.21  0.1785
H -0.06 -4.22 -0.38  0.4861
H -0.98 3.43 -0.60  0.1336

***

## ii
This record from the Open Molecules 2025 dataset describes C2H5NO2S as an isolated structure. The level of theory is ωB97M-V with the def2-TZVPD basis set.

Output
2S+1	1
orbital gap (spin up / spin down)	7.09 / 7.10	eV

Last column: natural (NBO) charge in e.
Element x y z (Å)
C -1.34 -0.31 -0.31  -0.3356
C 1.46 -0.82 0.28  -0.6403
N -0.94 0.92 -0.72  0.4046
O -1.13 1.28 -1.90  -0.5028
O -0.19 1.53 0.08  -0.5487
S 1.74 0.77 0.69  0.5869
H -1.28 -0.60 0.70  0.1718
H -2.02 -0.95 -0.89  0.2062
H 0.61 -1.40 0.73  0.2484
H 1.81 -1.28 -0.66  0.2544
H 1.28 0.86 2.00  0.1552

***

Stability summary: most stable i, least stable ii.

***

## i
This record from the Open Molecules 2025 dataset describes a 2-piece molecular cluster, C3H11N2S overall. The level of theory is ωB97M-V with the def2-TZVPD basis set.

Output
2S+1	1
total charge	+1
orbital gap	8.64	eV

Last column: natural (NBO) charge in e.
Element x y z (Å)
C -1.63 -0.55 -1.14  -0.4191
C -1.40 -0.44 1.26  -0.4222
C 1.93 0.46 -0.11  0.0050
N 2.60 1.56 0.01  -0.6573
N -1.09 0.20 -0.01  -0.6525
S 2.68 -1.05 -0.23  0.2377
H -1.37 -0.03 -2.07  0.2094
H -1.17 -1.54 -1.16  0.1890
H -2.71 -0.67 -1.09  0.1972
H -0.96 -1.43 1.28  0.1909
H -0.98 0.15 2.08  0.2054
H -2.48 -0.55 1.43  0.1993
H 0.81 0.49 -0.10  0.3055
H 2.13 2.46 0.09  0.4395
H 3.62 1.57 0.03  0.4282
H -1.52 1.13 -0.01  0.3704
H 1.55 -1.77 -0.26  0.1735

***

## ii
This record from the Open Molecules 2025 dataset describes a 2-piece molecular cluster, C3H11N2S overall. The level of theory is ωB97M-V with the def2-TZVPD basis set.

Output
2S+1	1
total charge	+1
orbital gap	8.00	eV

Last column: natural (NBO) charge in e.
Element x y z (Å)
C -2.99 -1.06 -1.26  -0.6452
C -2.90 -0.50 0.13  -0.4561
S -1.25 0.32 0.55  -0.1930
H -2.78 -2.08 -1.40  0.2277
H -2.44 -0.53 -2.05  0.2237
H -4.09 -0.72 -1.56  0.2336
H -3.73 0.18 0.30  0.2329
H -2.88 -1.34 0.92  0.2303
H -1.83 1.16 1.53  0.1753
N 2.10 0.09 0.78  -0.7223
C 2.90 0.79 -0.04  0.3975
N 4.17 0.96 0.29  -0.7132
H 2.54 -0.36 1.62  0.4293
H 1.09 0.23 0.68  0.4571
H 2.64 0.91 -1.09  0.2504
H 4.73 1.50 -0.38  0.4351
H 4.70 0.45 0.98  0.4371

***

## iii
This record from the Open Molecules 2025 dataset describes an isolated ion of composition C3H11N2S and charge +1. The level of theory is ωB97M-V with the def2-TZVPD basis set.

Output
2S+1	1
total charge	+1
structure (SMILES)	NC[C@H]([NH3+])CS
orbital gap	9.81	eV

Last column: natural (NBO) charge in e.
Element x y z (Å)
N 1.79 0.18 2.26  -0.8835
C 1.38 0.69 0.91  -0.2563
C 0.06 0.19 0.41  -0.0794
N 0.07 -1.27 0.61  -0.7250
C -0.26 0.78 -0.98  -0.5314
S -1.54 -0.26 -1.75  -0.0382
H 2.76 -0.04 2.44  0.3973
H 1.44 0.88 2.95  0.3828
H 2.25 0.54 0.32  0.2233
H 1.18 1.75 1.01  0.2146
H -0.81 0.56 1.00  0.2311
H 0.20 -1.61 1.68  0.4915
H 0.66 -1.87 -0.01  0.4452
H -0.82 -1.83 0.47  0.4567
H 0.57 0.87 -1.60  0.2319
H -0.54 1.84 -0.81  0.2609
H -2.42 0.80 -1.54  0.1785

***

Stability summary: most stable i, least stable iii.

***

## i
This record from the Open Molecules 2025 dataset describes an isolated ion of composition C3H11N2S and charge +1. The level of theory is ωB97M-V with the def2-TZVPD basis set.

Output
2S+1	1
total charge	+1
structure (SMILES)	C[C@H](N)[C@@H]([NH3+])S
orbital gap	9.76	eV

Last column: natural (NBO) charge in e.
Element x y z (Å)
C 1.17 0.16 -1.03  -0.6692
C 0.61 -0.17 0.39  -0.0873
N 0.95 -1.47 0.84  -0.8224
C -0.88 0.19 0.59  -0.1305
N -1.11 1.38 -0.26  -0.7072
S -2.30 -1.11 0.34  -0.0369
H 0.65 -0.19 -1.89  0.2180
H 1.26 1.25 -1.25  0.2031
H 2.19 -0.39 -1.01  0.2597
H 1.05 0.58 1.02  0.2040
H 0.66 -2.18 0.14  0.3724
H 2.00 -1.58 0.92  0.3921
H -1.09 0.61 1.68  0.2445
H -1.96 1.94 -0.07  0.4549
H -0.42 2.10 -0.08  0.4458
H -1.12 1.05 -1.28  0.4644
H -1.65 -2.16 0.96  0.1946

***

## ii
This record from the Open Molecules 2025 dataset describes an isolated ion of composition C3H11N2S and charge +1. The level of theory is ωB97M-V with the def2-TZVPD basis set.

Output
2S+1	1
total charge	+1
structure (SMILES)	C[C@H]([NH3+])N(C)S
orbital gap	9.51	eV

Last column: natural (NBO) charge in e.
Element x y z (Å)
C -1.02 1.55 -0.75  -0.6630
C -0.64 0.15 -0.21  0.1710
N -0.67 0.30 1.52  -0.7874
N 0.53 -0.37 -0.77  -0.5497
C 0.93 -1.87 -0.43  -0.4143
S 1.94 0.70 -0.84  0.1764
H -0.61 1.64 -1.79  0.2675
H -2.11 1.73 -0.76  0.2488
H -0.52 2.29 -0.16  0.2314
H -1.44 -0.61 -0.42  0.2260
H -1.03 1.22 1.90  0.4489
H 0.21 0.03 1.80  0.4213
H -1.42 -0.42 1.88  0.4413
H 0.90 -2.39 -1.40  0.2468
H 1.97 -2.06 0.12  0.2321
H 0.17 -2.15 0.25  0.1870
H 2.81 0.26 0.04  0.1158

***

Stability summary: most stable i, least stable ii.

***

## i
This record from the Open Molecules 2025 dataset describes a 2-piece molecular cluster, C3H11N2S overall. The level of theory is ωB97M-V with the def2-TZVPD basis set.

Output
2S+1	1
total charge	+1
orbital gap	8.36	eV

Last column: natural (NBO) charge in e.
Element x y z (Å)
C -0.12 1.02 -1.10  -0.6412
C -1.06 -0.02 -0.55  -0.5518
S -1.57 -1.18 -1.86  -0.0029
H -0.63 1.62 -1.86  0.2571
H 0.72 0.54 -1.59  0.2082
H 0.27 1.71 -0.35  0.1931
H -0.61 -0.65 0.23  0.1782
H -1.96 0.48 -0.18  0.2298
H -2.61 -1.71 -1.19  0.1413
N 0.44 0.78 2.27  -0.7135
C 1.72 0.55 2.10  0.4028
N 2.23 -0.05 1.05  -0.6896
H -0.23 0.82 1.49  0.4411
H 0.18 1.36 3.05  0.4365
H 2.47 0.81 2.82  0.2376
H 3.23 -0.16 0.99  0.4411
H 1.67 -0.32 0.25  0.4322

***

## ii
This record from the Open Molecules 2025 dataset describes C3H11N2S as an isolated structure. The level of theory is ωB97M-V with the def2-TZVPD basis set.

Output
2S+1	1
total charge	+1
orbital gap	11.13	eV

Last column: natural (NBO) charge in e.
Element x y z (Å)
C -0.80 0.94 0.92  -0.4407
C -0.67 0.79 -1.50  -0.4322
C 0.86 -1.06 0.16  0.0415
N 1.87 -0.23 0.43  -0.7754
N -0.71 0.06 -0.25  -0.4737
S 0.30 -2.12 1.44  0.1040
H -0.68 0.37 1.83  0.2214
H -0.02 1.69 0.86  0.2153
H -1.77 1.46 0.96  0.2331
H 0.25 1.36 -1.57  0.2113
H -0.74 0.10 -2.34  0.2265
H -1.51 1.48 -1.56  0.2288
H 0.89 -1.50 -0.83  0.2347
H 2.37 0.23 -0.31  0.4231
H 2.04 0.10 1.37  0.4157
H -1.48 -0.60 -0.23  0.4027
H -0.19 -3.06 0.63  0.1640

***

Stability summary: most stable i, least stable ii.